[1]
A molecular structure, C4H5FO. Source: OMol25; level of theory: ωB97M-V with the def2-TZVPD basis set.

Geometry as ORCA input:
```
! RIJCOSX wB97M-V def2-TZVPD def2/J DEFGRID3
* xyz 0 1
C -0.839 0.795 0.315
C -0.957 -0.700 -0.188
C 0.327 0.166 -0.308
C 1.622 -0.252 0.286
H -0.929 1.126 1.410
H -0.978 -1.574 0.463
H -1.422 -0.846 -1.088
H 0.469 0.779 -1.192
H 1.597 -1.388 1.023
O 2.599 0.378 -0.237
F -1.488 1.515 -0.483
*
```

Computed properties:
Strongest force on any atom: 0.13498 Eh/bohr
LUMO energy: 0.015 hartree
E: -8990.5041 eV
E_HOMO: -0.3620 Eh
Energy relative to the best compared isomer or geometry (same formula, charge and spin): 243.7 kJ/mol
Frontier orbital gap: 10.27 eV

=====

[2]
A single C2H7NO2S molecule. Source: OMol25; level of theory: ωB97M-V with the def2-TZVPD basis set.

Geometry as ORCA input:
```
! RIJCOSX wB97M-V def2-TZVPD def2/J DEFGRID3
* xyz 0 3
C 1.957 -0.576 -0.169
C -1.284 0.518 0.011
N 0.725 -0.952 -0.853
O -2.696 0.510 0.029
O -0.927 1.314 1.085
S -0.579 -1.230 0.250
H 1.728 0.131 0.711
H 2.665 -1.307 0.263
H 2.553 0.011 -0.999
H -0.737 0.745 -0.912
H 0.704 -1.716 -1.465
H -2.872 0.407 1.027
H -1.237 2.145 1.023
*
```

Computed properties:
Strongest force on any atom: 0.11018 Eh/bohr
LUMO energy (spin up / spin down): 0.029 / -0.089 hartree
E: -18601.7343 eV
E_HOMO (spin up / spin down): -0.1671 / -0.3478 Eh
Energy relative to the best compared isomer or geometry (same formula, charge and spin): 150.6 kJ/mol
Frontier orbital gap (spin up / spin down): 5.34 / 7.04 eV

=====

[3]
A molecular structure, C25H30N2O7. Source: OMol25; level of theory: ωB97M-V with the def2-TZVPD basis set.

Geometry as ORCA input:
```
! RIJCOSX wB97M-V def2-TZVPD def2/J DEFGRID3
* xyz 0 1
C -2.497 -0.793 -3.332
C -1.209 -1.411 -3.379
H -1.167 -2.532 -3.211
H -0.694 -1.190 -4.375
O -0.542 -0.475 -2.435
C 0.879 -1.034 -2.056
O 1.340 -2.045 -2.457
C 1.559 -0.227 -1.309
C 2.826 -0.519 -0.823
N 3.452 0.346 0.066
C 3.333 1.612 -0.041
C 2.020 2.130 -0.525
C 1.324 3.586 -0.365
O 2.155 4.341 0.059
O 0.238 3.637 -1.080
C -0.256 4.880 -0.822
C -1.916 4.640 -0.557
H -2.220 4.102 -1.461
H -2.003 3.852 0.083
H -2.241 5.499 -0.508
H -0.201 5.434 -1.951
H 0.299 5.427 -0.071
C 1.036 0.935 -0.768
C 0.290 0.790 0.633
O -0.967 1.314 0.479
O 0.755 -0.012 1.405
C 0.163 0.078 2.847
H 0.531 0.811 3.145
C -1.144 -0.189 2.945
O -1.866 0.342 3.777
N -1.804 -1.181 1.914
C -1.404 -1.954 0.988
C -0.073 -2.664 0.959
C 0.043 -3.460 0.021
C -0.919 -3.861 -0.858
C -2.054 -3.506 -0.860
C -2.481 -2.389 0.080
C -3.471 -1.769 0.773
H -4.458 -2.349 0.576
H -3.622 -0.881 -0.153
C -3.307 -1.194 2.153
C -3.597 -2.009 3.210
H -3.482 -1.527 4.085
H -4.977 -1.900 3.157
H -3.436 -2.960 2.867
H -3.783 -0.182 2.164
H -3.058 -3.656 -1.318
H -0.860 -4.692 -1.524
H 1.064 -4.055 -0.270
H 0.868 -2.315 1.605
H 0.801 -0.862 3.165
H 0.237 1.360 -1.568
C 4.128 2.418 0.490
H 3.901 3.568 0.722
H 5.101 2.389 0.095
H 4.679 2.128 1.703
H 4.370 0.166 0.345
C 3.670 -1.794 -0.938
H 3.063 -2.584 -1.639
H 3.853 -2.520 0.245
H 4.414 -1.606 -1.461
H -2.470 0.274 -3.546
H -3.029 -0.889 -2.476
H -2.981 -1.133 -4.075
*
```

Computed properties:
Strongest force on any atom: 0.37725 Eh/bohr
LUMO energy: -0.011 hartree
E: -43701.0661 eV
E_HOMO: -0.2544 Eh
Energy relative to the best compared isomer or geometry (same formula, charge and spin): 2462.9 kJ/mol
Frontier orbital gap: 6.61 eV

=====

[4]
2 unconnected molecules or ions with the total composition C6H10O3. Source: OMol25; level of theory: ωB97M-V with the def2-TZVPD basis set.

Geometry as ORCA input:
```
! RIJCOSX wB97M-V def2-TZVPD def2/J DEFGRID3
* xyz 0 1
C -1.539 1.622 0.449
C -0.543 0.471 0.535
C 0.782 0.780 -0.155
O 1.421 1.800 -0.117
O 1.164 -0.260 -0.936
C 0.173 -1.275 -0.954
C -1.126 -0.900 -1.588
C -0.967 -0.845 -0.085
H -1.667 1.956 -0.589
H -2.515 1.298 0.832
H -1.197 2.474 1.051
H -0.287 0.293 1.591
H 0.597 -2.277 -0.996
H -1.734 -1.712 -1.987
H -1.165 0.032 -2.156
H -1.509 -1.564 0.528
O 3.455 -0.305 1.324
H 3.312 -1.200 0.977
H 3.344 -0.391 2.275
*
```

Computed properties:
Strongest force on any atom: 0.02403 Eh/bohr
LUMO energy: 0.024 hartree
E: -12525.9522 eV
E_HOMO: -0.3705 Eh
Energy relative to the best compared isomer or geometry (same formula, charge and spin): 79.2 kJ/mol
Frontier orbital gap: 10.73 eV
SMILES: C[C@@H]1C(=O)O[C@@H]2C[C@H]12.O

=====

[5]
A molecular structure, C33H49BrCl3CrO4Se2Si. Source: OMol25; level of theory: ωB97M-V with the def2-TZVPD basis set.

Geometry as ORCA input:
```
! RIJCOSX wB97M-V def2-TZVPD def2/J DEFGRID3
* xyz -2 4
Cr -1.381 -1.411 -1.449
C -3.656 3.849 3.862
C -2.324 3.087 3.946
C -2.403 2.122 5.130
C -1.194 4.088 4.226
C -2.059 2.356 2.632
C -1.944 0.975 2.532
C -1.689 0.389 1.307
Se -1.458 -1.505 1.167
C 0.454 -1.497 1.310
C 1.050 -1.413 2.548
C 2.436 -1.332 2.660
C 3.149 -1.338 1.465
C 2.581 -1.425 0.193
C 1.168 -1.529 0.085
O 0.550 -1.665 -1.045
C 3.544 -1.402 -1.009
C 2.863 -1.447 -2.380
C 4.486 -2.615 -0.920
C 4.382 -0.113 -0.961
C 3.090 -1.239 4.038
C 2.733 -2.483 4.865
C 4.614 -1.152 3.952
C 2.584 0.015 4.768
C -1.531 1.109 0.101
O -1.258 0.504 -1.009
C -1.685 2.522 0.193
C -1.930 3.076 1.443
C -1.619 3.480 -1.011
C -1.366 2.806 -2.364
C -2.959 4.229 -1.121
C -0.492 4.501 -0.782
H -3.877 4.350 4.812
H -4.472 3.160 3.632
H -3.627 4.607 3.076
H -2.587 2.684 6.050
H -1.469 1.568 5.250
H -3.217 1.404 5.002
H -1.355 4.595 5.185
H -1.138 4.849 3.445
H -0.231 3.573 4.263
H -2.043 0.331 3.398
H 0.416 -1.396 3.429
H 4.229 -1.267 1.515
H 2.276 -2.353 -2.520
H 3.640 -1.409 -3.154
H 2.184 -0.610 -2.532
H 3.905 -3.540 -0.934
H 5.088 -2.604 -0.007
H 5.167 -2.626 -1.778
H 3.726 0.760 -1.006
H 5.059 -0.077 -1.821
H 4.984 -0.040 -0.052
H 3.104 -3.382 4.366
H 1.653 -2.585 4.979
H 3.183 -2.429 5.863
H 5.036 -2.033 3.463
H 5.033 -1.092 4.961
H 4.932 -0.263 3.401
H 1.498 -0.001 4.877
H 2.849 0.911 4.202
H 3.030 0.090 5.767
H -2.043 4.155 1.498
H -2.145 2.089 -2.619
H -0.423 2.264 -2.390
H -1.342 3.585 -3.137
H -3.774 3.515 -1.262
H -2.939 4.905 -1.983
H -3.173 4.823 -0.228
H 0.466 3.986 -0.677
H -0.657 5.098 0.119
H -0.426 5.183 -1.636
C -0.730 -3.127 -6.243
Si -1.513 -1.522 -5.656
C -1.021 -0.179 -6.887
C -3.369 -1.750 -5.742
Se -0.654 -0.839 -3.715
H -0.945 -3.322 -7.302
H -1.121 -3.951 -5.641
H 0.354 -3.087 -6.103
H -1.268 -0.449 -7.921
H 0.057 -0.005 -6.813
H -1.527 0.757 -6.633
H -3.683 -1.988 -6.766
H -3.893 -0.850 -5.408
H -3.655 -2.571 -5.079
Br -3.818 -1.233 -1.652
Cl -2.598 -6.786 -3.234
C -1.769 -5.714 -2.090
Cl -0.035 -6.145 -2.058
Cl -2.457 -5.967 -0.470
C -1.875 -4.184 -2.529
O -2.233 -3.970 -3.666
O -1.501 -3.440 -1.579
*
```

Computed properties:
Strongest force on any atom: 0.01382 Eh/bohr
LUMO energy (spin up / spin down): 0.143 / 0.143 hartree
E: -317817.1614 eV
E_HOMO (spin up / spin down): -0.0734 / -0.0785 Eh
Energy relative to the best compared isomer or geometry (same formula, charge and spin): 29.3 kJ/mol
Frontier orbital gap (spin up / spin down): 5.88 / 6.02 eV

=====

[6]
16 unconnected molecules or ions with the total composition H32O16. Source: OMol25; level of theory: ωB97M-V with the def2-TZVPD basis set.

Geometry as ORCA input:
```
! RIJCOSX wB97M-V def2-TZVPD def2/J DEFGRID3
* xyz 0 1
O 0.239 -2.547 -1.559
H 0.574 -3.451 -1.691
H 0.209 -2.516 -0.608
O 0.454 1.161 -2.939
H 1.228 1.059 -2.362
H 0.417 0.379 -3.481
O 0.979 0.999 2.770
H 0.519 0.404 2.187
H 1.571 1.428 2.189
O -2.089 -1.549 0.267
H -2.491 -2.249 0.725
H -2.855 -1.005 0.052
O -2.122 0.850 2.067
H -1.727 0.861 2.916
H -1.970 -0.064 1.941
O -2.432 1.295 -1.647
H -1.906 1.206 -2.477
H -2.796 0.411 -1.487
O 0.238 0.161 0.201
H -0.079 0.996 -0.141
H -0.442 -0.502 0.061
O 2.674 -1.101 -2.135
H 3.273 -1.692 -1.671
H 1.917 -1.387 -1.682
O -0.789 -1.633 3.234
H -1.704 -1.810 3.355
H -0.465 -2.113 2.454
O -2.078 -1.422 -2.657
H -1.550 -1.592 -3.403
H -1.477 -1.743 -1.992
O 0.089 -3.091 1.096
H -0.563 -3.806 1.027
H 0.846 -3.531 1.477
O 2.699 -0.873 0.944
H 1.842 -0.550 0.726
H 2.706 -1.010 1.871
O 2.758 1.535 -1.467
H 3.113 0.686 -1.404
H 2.452 1.699 -0.580
O 2.499 2.478 1.022
H 2.902 3.231 1.477
H 1.597 2.890 0.946
O -0.005 2.927 -0.062
H -0.932 3.039 0.261
H -0.115 3.334 -0.911
O -2.548 3.093 0.421
H -2.349 2.686 -0.441
H -2.313 2.427 1.107
*
```

Computed properties:
Strongest force on any atom: 0.05245 Eh/bohr
LUMO energy: -0.034 hartree
E: -33280.4311 eV
E_HOMO: -0.3752 Eh
Energy relative to the best compared isomer or geometry (same formula, charge and spin): 434.5 kJ/mol
Frontier orbital gap: 9.29 eV